Entry 1:
C4H6O2 | ωB97M-V/def2-TZVPD

Structure (XYZ):
```
12
Properties=species:S:1:pos:R:3:lowdin_charge:R:1
O 0.65008 1.95056 -0.06735 0.136
O 2.57019 -0.59924 -0.91762 -0.015
C 1.26351 -0.42380 -0.48910 -0.191
C -1.33086 -0.23314 1.06286 -0.080
C -1.71384 0.05967 -0.17943 -0.088
C 0.80664 0.80275 -0.27584 -0.226
H 3.10434 0.07323 -0.48001 0.098
H -1.81214 -0.70211 -0.94806 0.067
H -1.09187 -1.24876 1.36820 0.063
H -1.90723 1.08506 -0.48323 0.067
H 0.65618 -1.30881 -0.40061 0.100
H -1.19499 0.54460 1.81019 0.069
```

E_tot = -306.3890 a.u.
HOMO-LUMO gap = 8.945 eV
Lowest unoccupied orbital energy = 0.020 hartree
Structure (SMILES) = O=C=CO.C=C



Entry 2:
C4H6O2 | ωB97M-V/def2-TZVPD

Structure (XYZ):
```
12
Properties=species:S:1:pos:R:3:lowdin_charge:R:1
O -0.46947 1.07359 -0.48091 -0.071
O -0.63820 -1.13030 0.38663 -0.056
C 0.52790 -1.01880 -0.28427 -0.198
C -1.30749 0.02802 0.00378 -0.217
C 1.55074 -0.05750 0.06072 -0.172
C 0.52056 1.14773 0.23999 -0.197
H 2.46445 -0.22357 -0.68695 0.157
H -1.91465 0.47981 0.98083 0.182
H 0.34959 1.44365 1.32885 0.123
H 1.85072 -0.26554 1.14782 0.144
H 0.50189 -1.23441 -1.44205 0.150
H -2.14088 -0.34297 -0.69558 0.155
```

E_tot = -306.2337 a.u.
HOMO-LUMO gap = 6.653 eV
Lowest unoccupied orbital energy = -0.014 hartree



Entry 3:
C4H6O2 | ωB97M-V/def2-TZVPD

Structure (XYZ):
```
12
Properties=species:S:1:pos:R:3:lowdin_charge:R:1
O 0.23140 1.91753 0.51939 0.090
O -1.49479 -1.05839 -1.13840 0.055
C -1.62701 -0.48145 -0.08529 -0.243
C 1.41698 0.21913 -0.70538 -0.009
C -0.49231 -0.32371 0.91018 -0.083
C 0.41300 0.74458 0.28617 -0.451
H 0.87943 -0.40352 -1.42955 0.084
H 1.92699 1.04084 -1.20942 0.088
H 2.14589 -0.42820 -0.20451 0.093
H 0.03232 -1.28006 1.00578 0.126
H -0.85684 0.02411 1.87929 0.120
H -2.57504 0.02914 0.17174 0.131
```

E_tot = -306.4775 a.u.
HOMO-LUMO gap = 10.502 eV
Lowest unoccupied orbital energy = 0.020 hartree
Structure (SMILES) = CC(=O)CC=O



Entry 4:
C4H6O2 | ωB97M-V/def2-TZVPD

Structure (XYZ):
```
12
Properties=species:S:1:pos:R:3:lowdin_charge:R:1
O 1.21026 0.67517 -0.65076 -0.143
O -1.21301 -2.40578 0.80892 0.033
C 0.31667 0.03922 -1.54241 -0.102
C 0.94735 0.65954 0.68167 -0.245
C -1.85416 -1.60907 0.31566 0.003
C -0.21509 0.78887 1.31633 -0.016
H 0.75178 0.17333 -2.53557 0.092
H -1.17007 0.94103 0.82392 0.045
H -0.21297 0.75777 2.40147 0.059
H -0.69648 0.46299 -1.53525 0.084
H 1.87544 0.55267 1.23865 0.115
H 0.26029 -1.03573 -1.32264 0.076
```

E_tot = -306.4335 a.u.
HOMO-LUMO gap = 10.140 eV
Lowest unoccupied orbital energy = 0.037 hartree



Entry 5:
C4H6O2 | ωB97M-V/def2-TZVPD

Structure (XYZ):
```
12
Properties=species:S:1:pos:R:3:lowdin_charge:R:1
O 0.95697 1.85242 -1.27015 0.042
O -0.30381 -0.80478 1.88161 0.007
C 0.66142 -0.89599 0.93104 -0.196
C 0.40446 -0.71725 -0.36696 -0.128
C 0.10548 1.38487 -0.55469 -0.292
C -0.75900 0.13535 -0.81140 -0.126
H 1.19309 -0.79141 -1.10667 0.119
H -1.11894 -0.09040 -1.81872 0.116
H -1.62424 0.18471 -0.13723 0.102
H -1.14206 -0.90228 1.40655 0.095
H 1.64857 -1.06761 1.34691 0.128
H -0.02192 1.71237 0.49971 0.134
```

E_tot = -306.4315 a.u.
HOMO-LUMO gap = 9.726 eV
Lowest unoccupied orbital energy = 0.027 hartree
Structure (SMILES) = O=CC/C=C\O



Entry 6:
C4H6O2 | ωB97M-V/def2-TZVPD

Structure (XYZ):
```
12
Properties=species:S:1:pos:R:3:lowdin_charge:R:1
O -1.05003 -0.90930 -1.12174 0.134
O 0.21179 1.49615 -1.08290 0.041
C 0.95032 1.28359 1.13301 -0.044
C -0.16019 -1.79234 0.86555 -0.022
C -0.32582 -0.72249 -0.21198 -0.390
C 0.13469 0.77332 -0.06013 -0.350
H -0.91876 -1.79963 1.83362 0.153
H 1.39266 2.19829 0.33717 0.165
H 0.88333 -1.69139 1.27792 0.076
H 0.40158 1.62597 2.11656 0.107
H -0.36336 -2.71802 0.42048 0.045
H 1.71643 0.43748 1.29274 0.083
```

E_tot = -306.4008 a.u.
HOMO-LUMO gap = 9.364 eV
Lowest unoccupied orbital energy = -0.015 hartree
Structure (SMILES) = CC(=O)C(C)=O



Entry 7:
C4H6O2 | ωB97M-V/def2-TZVPD

Structure (XYZ):
```
12
Properties=species:S:1:pos:R:3:lowdin_charge:R:1
O 1.64302 -1.04088 -0.51422 0.085
O -0.33324 -0.23218 -1.35277 -0.061
C -0.70866 0.16250 0.95004 -0.124
C 0.19611 1.12525 0.77351 -0.006
C 1.02320 -0.19369 -1.09404 -0.375
C -1.02037 -0.73172 -0.20967 -0.184
H 1.47727 0.68576 -1.57042 0.148
H 0.19154 1.68391 -0.15327 0.075
H -0.94906 -0.25152 1.92454 0.109
H 0.93861 1.40082 1.50732 0.080
H -2.04512 -1.03095 -0.44716 0.132
H -0.46517 -1.60392 0.15054 0.123
```

E_tot = -306.4211 a.u.
HOMO-LUMO gap = 10.532 eV
Lowest unoccupied orbital energy = 0.036 hartree
Structure (SMILES) = C=CCOC=O



Entry 8:
C4H6O2P | ωB97M-V/def2-TZVPD

Structure (XYZ):
```
13
Properties=species:S:1:pos:R:3:lowdin_charge:R:1
P 0.37130 1.15616 0.45535 0.469
O 0.34099 -0.01141 1.75613 -0.403
O 1.33829 2.16715 0.90938 -0.561
C 2.30436 -0.69343 -0.75836 -0.150
C -2.59410 -0.16962 -0.31851 -0.068
C -3.42156 0.21993 0.45170 -0.037
C 1.27127 0.09180 -0.85880 -0.366
H -4.17722 0.63008 1.17062 0.037
H -2.05524 -0.70547 -0.97341 -0.028
H 2.85485 -1.27641 -1.51991 0.027
H 0.91442 0.18158 -1.86171 0.009
H 0.08413 -0.82556 1.24322 0.002
H 2.76850 -0.76481 0.30428 0.068
```

E_tot = -647.7857 a.u.
Total charge = -1
HOMO-LUMO gap = 6.305 eV
Lowest unoccupied orbital energy = 0.144 hartree



Entry 9:
C4H6O2Pm | ωB97M-V/def2-TZVPD

Structure (XYZ):
```
13
Properties=species:S:1:pos:R:3:mulliken_spin:R:1
Pm -1.45834 -3.67309 -0.71447 4.072
O -1.13593 -0.90981 -0.12106 -0.034
O -0.91456 0.09626 -2.28105 -0.005
C 0.38747 0.49256 1.28153 -0.017
C 1.41200 1.36357 1.47428 -0.001
C -0.95457 0.25968 -0.93550 -0.052
C 0.10991 -0.15615 -0.02734 0.008
H 0.95571 -0.69544 -0.47104 0.019
H 2.24804 1.34985 0.76503 0.000
H 1.66114 0.52154 2.35641 0.000
H -0.49859 0.75406 1.88261 0.002
H -0.19085 -0.48131 -2.54988 0.005
H -1.62144 1.07827 -0.65951 0.003
```

E_tot = -914.2843 a.u.
Total charge = +1
HOMO-LUMO gap (spin up / spin down) = 6.212 / 6.313 eV
Lowest unoccupied orbital energy (spin up / spin down) = -0.147 / -0.183 hartree
2S+1 = 5
⟨S²⟩ = 6.0886



Entry 10:
C4H6O2S | ωB97M-V/def2-TZVPD

Structure (XYZ):
```
13
Properties=species:S:1:pos:R:3:lowdin_charge:R:1
S 2.73454 -0.21630 3.07900 0.709
O 0.61001 -0.70136 1.72215 -0.121
O -0.22304 0.04190 -1.67999 -0.119
C -1.54475 0.17421 -1.61101 -0.176
C 0.52782 -0.15894 -0.60388 -0.115
C 1.69971 0.03498 1.89952 -0.810
C -0.13324 -0.37049 0.57972 -0.098
H -2.14615 -0.66046 -1.07138 0.115
H 1.90211 0.98137 1.32460 0.084
H 1.62639 0.05482 -0.70538 0.153
H -1.86087 0.25738 -2.65063 0.094
H -1.26995 -0.56870 0.82982 0.161
H -1.92258 1.13157 -1.11254 0.122
```

E_tot = -704.5701 a.u.
HOMO-LUMO gap = 9.177 eV
Lowest unoccupied orbital energy = 0.015 hartree
Structure (SMILES) = CO/C=C/OC=S



Q: Which energy above the lowest of the compared OMol25 structures with the same formula, charge and spin values were calculated for the entries above? A: 73.6; 171.0; 18.0; 45.7; 46.9; 66.2; 53.5; 75.9; 88.8; 68.7, in kcal per mole.